1.
# C22H22Br2NO

An isolated ion of composition C22H22Br2NO and charge +1 at a distorted geometry (ωB97M-V/def2-TZVPD, OMol25).

Last columns: bonded neighbours and bond lengths (Å).
Atoms and positions in Å:
1 C 3.431 -1.656 2.877  C2 1.507, H10 1.101, H11 1.100, H12 1.093
2 C 2.140 -0.922 2.619  C1 1.507, N3 1.402, O9 1.240
3 N 1.122 -1.736 2.102  C2 1.402, C4 1.388, H13 1.025
4 C -0.166 -1.302 1.819  N3 1.388, C5 1.392, C8 1.522
5 C -0.589 0.017 1.687  C4 1.392, C6 1.508, H14 1.090, C26 1.897
6 C -2.089 0.098 1.826  C5 1.508, C7 1.584, H15 1.110, H16 1.106
7 C -2.586 -1.406 1.799  C6 1.584, C8 1.559, H17 1.119, H18 1.108
8 C -1.313 -2.301 1.890  C4 1.522, C7 1.559, H19 1.110, H20 1.115
9 O 2.005 0.292 2.829  C2 1.240
10 H 3.272 -2.698 3.196  C1 1.101
11 H 4.051 -1.636 1.968  C1 1.100
12 H 3.975 -1.113 3.654  C1 1.093
13 H 1.291 -2.742 2.195  N3 1.025
14 H -0.051 0.811 2.206  C5 1.090
15 H -2.405 0.544 2.792  C6 1.110
16 H -2.511 0.738 1.029  C6 1.106
17 H -3.275 -1.643 2.648  C7 1.119
18 H -3.155 -1.625 0.874  C7 1.108
19 H -1.262 -3.023 1.048  C8 1.110
20 H -1.350 -2.951 2.795  C8 1.115
21 Br -1.043 7.153 0.968  C22 1.918
22 C -0.753 5.264 0.809  Br21 1.918, C23 1.391, C37 1.394
23 C -0.125 4.548 1.823  C22 1.391, C24 1.403, H38 1.076
24 C 0.160 3.184 1.657  C23 1.403, C25 1.420, H39 1.084
25 C -0.190 2.508 0.459  C24 1.420, C26 1.505, C36 1.414
26 C 0.095 1.046 0.248  C5 1.897, C25 1.505, C27 1.457, H40 1.176
27 C -0.294 0.383 -0.991  C26 1.457, C28 1.382, H41 1.138
28 C 0.455 -0.682 -1.455  C27 1.382, C29 1.449, H42 1.109
29 C 0.390 -1.334 -2.747  C28 1.449, C30 1.415, C35 1.411
30 C 0.931 -2.628 -2.936  C29 1.415, C31 1.399, H43 1.087
31 C 0.875 -3.253 -4.186  C30 1.399, C32 1.411, H44 1.075
32 C 0.273 -2.582 -5.271  C31 1.411, Br33 1.898, C34 1.406
33 Br 0.122 -3.442 -6.956  C32 1.898
34 C -0.258 -1.291 -5.102  C32 1.406, C35 1.396, H45 1.082
35 C -0.203 -0.680 -3.848  C29 1.411, C34 1.396, H46 1.091
36 C -0.802 3.276 -0.558  C25 1.414, C37 1.393, H47 1.103
37 C -1.020 4.644 -0.411  C22 1.394, C36 1.393, H48 1.081
38 H 0.124 5.056 2.738  C23 1.076
39 H 0.665 2.662 2.462  C24 1.084
40 H 1.175 0.735 0.594  C26 1.176
41 H -1.225 0.675 -1.576  C27 1.138
42 H 1.114 -1.174 -0.710  C28 1.109
43 H 1.454 -3.140 -2.132  C30 1.087
44 H 1.283 -4.233 -4.355  C31 1.075
45 H -0.702 -0.763 -5.935  C34 1.082
46 H -0.536 0.349 -3.709  C35 1.091
47 H -1.077 2.762 -1.494  C36 1.103
48 H -1.425 5.208 -1.240  C37 1.081

E_HOMO	-11.1	eV
molecular weight	476.2	g mol⁻¹
total energy	-166785.45933	eV
net charge	+1



2.
# C2H2N2O3

A 2-piece molecular cluster, C2H2N2O3 overall at a distorted geometry (ωB97M-V/def2-TZVPD, OMol25).

Last columns: bonded neighbours and bond lengths (Å).
Atoms and positions in Å:
1 C -3.689 -0.212 0.264  N3 1.192, O5 1.289
2 C 1.049 0.193 -0.046  N4 1.186, O6 1.153
3 N -4.787 0.081 -0.095  C1 1.192, O7 1.234
4 N 2.098 -0.053 -0.539  C2 1.186, H9 1.005
5 O -2.885 -0.801 1.081  C1 1.289, H8 1.055
6 O 0.105 0.374 0.591  C2 1.153
7 O -5.684 0.520 -0.820  N3 1.234
8 H -1.915 -0.406 1.209  O5 1.055
9 H 2.636 -0.684 -1.107  N4 1.005

2S+1	3
E_HOMO (alpha / beta)	-5.9 / -9.6	eV
<S²>	2.008
molecular weight	102.0	g mol⁻¹
total energy	-11221.72489	eV
energy above the lowest of the compared OMol25 structures with the same formula, charge and spin	66.57	kcal/mol



3.
# C23H24N4O3S

One molecule with the formula C23H24N4O3S at a distorted geometry (ωB97M-V/def2-TZVPD, OMol25).

Last columns: bonded neighbours and bond lengths (Å).
Atoms and positions in Å:
1 C -0.493 6.173 6.413  H2 1.095, O3 1.408, H54 1.095, H55 1.089
2 H -1.491 5.758 6.239  C1 1.095
3 O 0.253 6.241 5.221  C1 1.408, C4 1.358
4 C 0.533 5.090 4.559  O3 1.358, C5 1.391, C9 1.397
5 C 0.136 3.818 4.961  C4 1.391, C6 1.384, H53 1.078
6 C 0.484 2.712 4.206  C5 1.384, C7 1.387, H52 1.079
7 C 1.234 2.854 3.048  C6 1.387, C8 1.392, N12 1.412
8 C 1.629 4.125 2.641  C7 1.392, C9 1.377, H11 1.079
9 C 1.281 5.229 3.387  C4 1.397, C8 1.377, H10 1.078
10 H 1.581 6.220 3.086  C9 1.078
11 H 2.216 4.239 1.743  C8 1.079
12 N 1.602 1.721 2.290  C7 1.412, C13 1.357, C16 1.380
13 C 1.248 1.487 1.001  N12 1.357, C14 1.391, C48 1.482
14 C 1.831 0.286 0.609  C13 1.391, C15 1.426, C22 1.445
15 C 2.569 -0.195 1.730  C14 1.426, C16 1.362, H21 1.071
16 C 2.410 0.699 2.745  N12 1.380, C15 1.362, C17 1.488
17 C 2.985 0.697 4.117  C16 1.488, H18 1.087, H19 1.089, H20 1.090
18 H 3.843 0.030 4.148  C17 1.087
19 H 3.303 1.699 4.403  C17 1.089
20 H 2.259 0.350 4.852  C17 1.090
21 H 3.149 -1.094 1.776  C15 1.071
22 C 1.684 -0.331 -0.690  C14 1.445, O23 1.215, C24 1.524
23 O 1.066 0.151 -1.617  C22 1.215
24 C 2.386 -1.678 -0.819  C22 1.524, H25 1.090, H26 1.089, S27 1.811
25 H 1.976 -2.387 -0.099  C24 1.090
26 H 3.461 -1.573 -0.681  C24 1.089
27 S 2.133 -2.365 -2.476  C24 1.811, C28 1.735
28 C 0.428 -2.648 -2.329  S27 1.735, N29 1.306, N32 1.364
29 N -0.229 -2.818 -1.213  C28 1.306, N30 1.338
30 N -1.511 -3.029 -1.536  N29 1.338, C31 1.311
31 C -1.629 -2.998 -2.842  N30 1.311, N32 1.373, C37 1.440
32 N -0.402 -2.750 -3.406  C28 1.364, C31 1.373, C33 1.432
33 C -0.037 -2.536 -4.775  N32 1.432, H34 1.091, H35 1.093, H36 1.090
34 H 0.880 -1.946 -4.797  C33 1.091
35 H 0.145 -3.486 -5.283  C33 1.093
36 H -0.831 -1.992 -5.286  C33 1.090
37 C -2.863 -3.204 -3.554  C31 1.440, C38 1.377, C41 1.428
38 C -4.123 -3.079 -3.014  C37 1.377, O39 1.346, C44 1.482
39 O -5.052 -3.352 -3.949  C38 1.346, C40 1.346
40 C -4.405 -3.666 -5.087  O39 1.346, C41 1.356, H43 1.072
41 C -3.062 -3.594 -4.913  C37 1.428, C40 1.356, H42 1.070
42 H -2.318 -3.818 -5.648  C41 1.070
43 H -5.004 -3.921 -5.938  C40 1.072
44 C -4.559 -2.710 -1.646  C38 1.482, H45 1.086, H46 1.089, H47 1.089
45 H -3.677 -2.513 -1.044  C44 1.086
46 H -5.123 -3.527 -1.198  C44 1.089
47 H -5.203 -1.832 -1.675  C44 1.089
48 C 0.354 2.386 0.233  C13 1.482, H49 1.091, H50 1.087, H51 1.089
49 H 0.933 3.115 -0.334  C48 1.091
50 H -0.214 1.796 -0.482  C48 1.087
51 H -0.322 2.922 0.897  C48 1.089
52 H 0.161 1.730 4.516  C6 1.079
53 H -0.448 3.675 5.857  C5 1.078
54 H 0.021 5.581 7.176  C1 1.095
55 H -0.588 7.201 6.759  C1 1.089

E_HOMO	-7.6	eV
molecular weight	436.5	g mol⁻¹
total energy	-47177.95385	eV
energy above the lowest of the compared OMol25 structures with the same formula, charge and spin	65.90	kcal/mol



4.
# C23H54B2N3O8

A 3-piece molecular cluster, C23H54B2N3O8 overall at a distorted geometry (ωB97M-V/def2-TZVPD, OMol25).

Last columns: bonded neighbours and bond lengths (Å).
Atoms and positions in Å:
1 C -2.317 -1.823 0.432  N2 1.443, H23 1.094, H24 1.096, H25 1.091
2 N -1.422 -0.859 1.026  C1 1.443, C3 1.473, H26 1.007
3 C -2.119 0.253 1.695  N2 1.473, B4 1.626, H27 1.094, H28 1.099
4 B -2.657 1.440 0.722  C3 1.626, C5 1.678, O10 1.503, O22 1.486
5 C -3.537 2.551 1.621  B4 1.678, O6 1.488, H29 1.091, H30 1.091
6 O -4.954 2.624 1.174  C5 1.488, C7 1.343
7 C -5.430 3.875 1.074  O6 1.343, C8 1.521, O9 1.222
8 C -4.987 4.601 -0.187  C7 1.521, H31 1.089, H32 1.084, H33 1.087
9 O -6.191 4.391 1.878  C7 1.222
10 O -1.508 2.176 0.090  B4 1.503, C11 1.383
11 C -1.373 1.804 -1.235  O10 1.383, O12 1.422, C17 1.541, H34 1.097
12 O -0.206 1.034 -1.495  C11 1.422, C13 1.412
13 C 0.969 1.598 -0.951  O12 1.412, C14 1.520, H35 1.089, H36 1.090
14 C 1.505 2.770 -1.756  C13 1.520, C15 1.526, O16 1.439, H37 1.090
15 C 2.216 3.793 -0.876  C14 1.526, H38 1.089, H39 1.089, H40 1.088
16 O 2.432 2.226 -2.711  C14 1.439, H41 0.957
17 C -2.587 0.908 -1.545  C11 1.541, B18 1.577, O22 1.418, H42 1.100
18 B -3.478 1.225 -2.807  C17 1.577, O19 1.394, O20 1.383
19 O -3.329 2.365 -3.594  B18 1.394, H43 0.959
20 O -4.482 0.330 -3.131  B18 1.383, C21 1.422
21 C -5.778 0.823 -2.813  O20 1.422, H44 1.093, H45 1.089, H46 1.088
22 O -3.480 1.052 -0.453  B4 1.486, C17 1.418
23 H -2.682 -2.539 1.175  C1 1.094
24 H -3.193 -1.379 -0.054  C1 1.096
25 H -1.789 -2.402 -0.327  C1 1.091
26 H -0.731 -0.527 0.373  N2 1.007
27 H -2.917 -0.138 2.334  C3 1.094
28 H -1.391 0.724 2.370  C3 1.099
29 H -3.107 3.544 1.478  C5 1.091
30 H -3.596 2.319 2.685  C5 1.091
31 H -4.017 5.055 0.006  C8 1.089
32 H -5.701 5.371 -0.455  C8 1.084
33 H -4.868 3.878 -0.990  C8 1.087
34 H -1.345 2.739 -1.808  C11 1.097
35 H 0.827 1.870 0.094  C13 1.089
36 H 1.722 0.810 -0.987  C13 1.090
37 H 0.707 3.276 -2.299  C14 1.090
38 H 2.422 4.699 -1.444  C15 1.089
39 H 1.580 4.052 -0.031  C15 1.089
40 H 3.146 3.375 -0.494  C15 1.088
41 H 2.760 2.945 -3.250  O16 0.957
42 H -2.185 -0.112 -1.637  C17 1.100
43 H -3.381 3.156 -3.055  O19 0.959
44 H -5.957 1.803 -3.262  C21 1.093
45 H -5.896 0.889 -1.732  C21 1.089
46 H -6.522 0.146 -3.226  C21 1.088
47 C 0.380 -1.121 4.328  C48 1.519, H54 1.092, H55 1.091, H56 1.091
48 C 0.105 -2.209 5.352  C47 1.519, N49 1.451, H57 1.095, H58 1.102
49 N -1.069 -1.933 6.160  C48 1.451, C50 1.448, C52 1.456
50 C -1.206 -2.812 7.302  N49 1.448, C51 1.535, H59 1.094, H60 1.096
51 C -1.438 -4.307 7.045  C50 1.535, H61 1.089, H62 1.093, H63 1.090
52 C -2.286 -1.659 5.410  N49 1.456, C53 1.533, H64 1.092, H65 1.093
53 C -2.783 -2.724 4.425  C52 1.533, H66 1.091, H67 1.091, H68 1.091
54 H 0.457 -0.143 4.806  C47 1.092
55 H 1.321 -1.322 3.814  C47 1.091
56 H -0.399 -1.076 3.565  C47 1.091
57 H 0.964 -2.288 6.026  C48 1.095
58 H 0.038 -3.175 4.825  C48 1.102
59 H -2.015 -2.431 7.933  C50 1.094
60 H -0.296 -2.708 7.903  C50 1.096
61 H -2.452 -4.510 6.706  C51 1.089
62 H -1.291 -4.866 7.973  C51 1.093
63 H -0.740 -4.708 6.309  C51 1.090
64 H -2.136 -0.732 4.851  C52 1.092
65 H -3.079 -1.428 6.127  C52 1.093
66 H -1.974 -3.127 3.816  C53 1.091
67 H -3.507 -2.277 3.742  C53 1.091
68 H -3.282 -3.552 4.930  C53 1.091
69 C 4.767 -1.579 -6.594  C70 1.521, H76 1.091, H77 1.091, H78 1.090
70 C 5.784 -1.919 -5.515  C69 1.521, N71 1.449, H79 1.094, H80 1.102
71 N 6.192 -0.769 -4.733  C70 1.449, C72 1.450, C74 1.456
72 C 7.354 -1.020 -3.903  N71 1.450, C73 1.534, H81 1.094, H82 1.096
73 C 7.230 -2.051 -2.773  C72 1.534, H83 1.089, H84 1.093, H85 1.090
74 C 5.111 -0.021 -4.107  N71 1.456, C75 1.532, H86 1.093, H87 1.093
75 C 4.175 -0.763 -3.148  C74 1.532, H88 1.092, H89 1.090, H90 1.090
76 H 5.136 -0.778 -7.236  C69 1.091
77 H 4.582 -2.456 -7.215  C69 1.091
78 H 3.810 -1.270 -6.173  C69 1.090
79 H 6.678 -2.321 -6.002  C70 1.094
80 H 5.378 -2.733 -4.893  C70 1.102
81 H 7.684 -0.068 -3.479  C72 1.094
82 H 8.165 -1.339 -4.567  C72 1.096
83 H 6.652 -1.668 -1.933  C73 1.089
84 H 8.224 -2.298 -2.393  C73 1.093
85 H 6.771 -2.979 -3.114  C73 1.090
86 H 4.502 0.418 -4.901  C74 1.093
87 H 5.549 0.836 -3.589  C74 1.093
88 H 3.864 -1.733 -3.540  C75 1.092
89 H 3.275 -0.167 -2.993  C75 1.090
90 H 4.629 -0.919 -2.170  C75 1.090

E_HOMO	-4.2	eV
molecular weight	522.3	g mol⁻¹
total energy	-46933.86733	eV
net charge	-1
energy above the lowest of the compared OMol25 structures with the same formula, charge and spin	0.00	kcal/mol



5.
# C8H14N2O

One molecule with the formula C8H14N2O at a distorted geometry (ωB97M-V/def2-TZVPD, OMol25).

Last columns: bonded neighbours and bond lengths (Å).
Atoms and positions in Å:
1 C 2.199 -2.399 -0.794  C3 1.368, N9 1.322, H12 1.157
2 C 0.007 -1.933 -0.473  N9 1.317, N10 1.271, H13 1.073
3 C 2.695 -1.173 -0.443  C1 1.368, O11 1.294
4 C -0.249 1.447 0.206  C8 1.546, H14 1.001, H15 1.177, H16 1.169
5 C -0.691 0.000 2.337  C8 1.617, H17 1.171, H18 1.026, H19 1.040
6 C -2.124 -0.231 0.201  C8 1.553, H20 1.141, H21 1.054, H22 1.119
7 C 2.623 0.601 -2.080  O11 1.456, H23 1.124, H24 1.145, H25 1.100
8 C -0.690 0.058 0.722  C4 1.546, C5 1.617, C6 1.553, N10 1.420
9 N 0.937 -2.795 -0.828  C1 1.322, C2 1.317
10 N 0.236 -0.895 0.223  C2 1.271, C8 1.420
11 O 3.064 0.006 -0.827  C3 1.294, C7 1.456
12 H 3.002 -3.231 -0.832  C1 1.157
13 H -0.995 -2.300 -0.584  C2 1.073
14 H -0.792 2.136 0.688  C4 1.001
15 H 0.901 1.697 0.200  C4 1.177
16 H -0.553 1.572 -0.915  C4 1.169
17 H -1.491 -0.811 2.603  C5 1.171
18 H 0.232 -0.356 2.612  C5 1.026
19 H -0.906 0.922 2.767  C5 1.040
20 H -2.865 0.225 0.940  C6 1.141
21 H -2.269 0.319 -0.686  C6 1.054
22 H -2.245 -1.343 0.232  C6 1.119
23 H 1.745 1.290 -1.945  C7 1.124
24 H 2.321 -0.327 -2.678  C7 1.145
25 H 3.567 1.083 -2.376  C7 1.100

E_HOMO (alpha / beta)	-7.8 / -7.8	eV
molecular weight	154.2	g mol⁻¹
total energy	-13545.06924	eV
energy above the lowest of the compared OMol25 structures with the same formula, charge and spin	129.02	kcal/mol



6.
# C4H14N2Si

A 2-piece molecular cluster, C4H14N2Si overall at a distorted geometry (ωB97M-V/def2-TZVPD, OMol25).

Last columns: bonded neighbours and bond lengths (Å).
Atoms and positions in Å:
1 C 0.568 -0.904 -1.482  N6 1.453, H8 1.067, H9 1.128, H10 1.067
2 C 1.321 -2.039 0.351  N6 1.468, H11 1.072, H12 1.096, H13 1.100
3 C -2.436 -0.258 -0.119  Si7 1.758, H14 1.159, H16 1.109
4 C -0.342 0.522 2.263  Si7 1.897, H17 1.086, H18 1.084, H19 1.118
5 N 0.704 2.709 -1.174  H15 0.977, H20 0.959, H21 1.058
6 N 0.112 -1.417 -0.202  C1 1.453, C2 1.468, Si7 1.693
7 Si -0.841 -0.284 0.620  C3 1.758, C4 1.897, N6 1.693
8 H 0.978 -1.686 -2.081  C1 1.067
9 H -0.232 -0.204 -1.860  C1 1.128
10 H 1.431 -0.352 -1.183  C1 1.067
11 H 1.495 -3.007 -0.075  C2 1.072
12 H 2.160 -1.372 0.123  C2 1.096
13 H 1.260 -2.103 1.447  C2 1.100
14 H -3.335 0.374 0.249  C3 1.159
15 H 0.140 2.961 -1.930  N5 0.977
16 H -2.780 -0.786 -1.031  C3 1.109
17 H -1.323 0.517 2.726  C4 1.086
18 H 0.474 -0.013 2.735  C4 1.084
19 H -0.024 1.580 2.091  C4 1.118
20 H 0.724 3.591 -0.800  N5 0.959
21 H -0.054 2.171 -0.668  N5 1.058

E_HOMO	-7.5	eV
molecular weight	118.3	g mol⁻¹
total energy	-15230.50705	eV
energy above the lowest of the compared OMol25 structures with the same formula, charge and spin	75.72	kcal/mol